Molecular formula: C31H76BFN21O16P
Method: DFT, the ωB97M-V functional and the def2-TZVPD basis

Each line ends with the Mulliken charge.
CARTESIAN COORDINATES (ANGSTROEM)
C: 1.41040 1.19519 4.82215  -1.142
C: 0.87449 0.20697 3.59631  0.858
F: 0.87782 -1.17384 4.21586  -0.453
C: -0.67689 0.60520 3.09997  -0.813
P: -0.81982 1.08930 1.26460  1.089
C: 0.54115 2.42085 1.44840  -0.492
C: 0.21299 3.55630 2.63904  0.130
C: 0.20238 5.09908 1.98761  -0.132
O: -0.47601 6.06489 2.87869  -0.578
C: -0.66169 -0.75159 0.83003  -0.710
C: -2.02272 -1.66771 1.04967  -0.628
C: -3.14559 -1.49735 -0.14159  0.564
C: -4.16462 -2.79694 -0.14011  -0.820
O: -4.82271 -2.94349 1.16801  -0.321
C: -6.21229 -2.42131 1.02024  0.255
O: -7.11076 -2.77840 1.94163  -0.550
C: -0.91696 1.45530 -0.59036  -0.328
C: 0.34253 1.36855 -1.55685  -0.693
C: 1.70471 0.60851 -1.14720  0.472
O: 2.74014 1.16818 -0.51733  -0.597
N: 1.88788 -0.83591 -1.60972  -0.214
C: 2.93297 -1.57799 -0.81940  0.108
C: 2.39091 -2.72548 0.27059  0.028
C: 3.40245 -3.61923 1.22726  -0.711
C: 5.02255 -3.38596 1.10913  -0.404
C: 5.58865 -2.30491 0.00709  -0.476
C: 4.56176 -1.42944 -0.92879  -0.184
C: -2.57144 1.84765 1.42771  -0.262
B: -3.61230 1.18900 2.48375  0.926
O: -4.65746 0.15314 2.17485  -0.247
O: -3.61071 1.65170 3.91659  -0.645
H: 2.18898 2.00030 4.42536  0.211
H: 2.03914 0.50830 5.56523  0.401
H: 0.54497 1.65536 5.46097  0.216
H: 1.62752 0.12387 2.69962  0.015
H: -1.00917 1.41454 3.88170  0.578
H: -1.27887 -0.38107 3.40578  0.322
H: 1.61867 2.02899 1.66002  0.204
H: 0.65555 3.13408 0.49485  0.440
H: -0.88977 3.42799 3.07276  -0.039
H: 1.03924 3.59287 3.46732  -0.077
H: 1.29366 5.45402 1.68842  0.321
H: -0.44121 5.01260 1.00582  -0.005
H: -1.45137 5.80338 2.90831  0.324
H: -0.40121 -0.97770 -0.31535  0.552
H: 0.19215 -1.34099 1.42152  0.104
H: -1.64569 -2.79832 0.96744  0.483
H: -2.51955 -1.57542 2.09722  0.087
H: -3.68342 -0.45891 -0.16666  -0.273
H: -2.53977 -1.57429 -1.16742  0.248
H: -3.51226 -3.78063 -0.31902  0.319
H: -4.92642 -2.74982 -1.03308  0.348
H: -6.47938 -1.69551 0.13658  0.299
H: -1.77177 0.75144 -1.03933  -0.548
H: -1.37128 2.55671 -0.69189  -0.346
H: -0.01936 0.88759 -2.59036  0.231
H: 0.64917 2.48276 -1.86442  0.371
H: 2.14384 -0.82869 -2.63220  0.414
H: 1.24585 -2.93469 0.38416  0.304
H: 2.89782 -4.38557 1.99101  0.324
H: 5.75766 -3.98090 1.79827  0.387
H: 6.73876 -2.12583 -0.10628  0.346
H: 4.97274 -0.64201 -1.72524  0.246
H: -2.56970 3.02347 1.64120  -0.037
H: -3.09689 1.75825 0.35778  -0.371
H: -4.93025 -0.32794 3.01096  0.220
H: -3.23758 0.90156 4.47142  0.329
C: -9.13748 0.65387 0.11232  0.711
O: -8.49223 0.52866 -0.91646  -0.679
N: -10.19563 1.47856 0.21136  -0.283
N: -8.84805 -0.02156 1.23911  -0.256
H: -10.73924 1.59520 1.04982  0.142
H: -10.44740 2.00597 -0.61436  0.193
H: -8.05853 -0.65330 1.20745  0.039
H: -9.36756 0.06825 2.09601  0.154
C: -3.04473 5.32368 -1.09967  0.603
O: -2.11344 4.66548 -0.66394  -0.517
N: -4.32786 4.93909 -0.97592  -0.329
N: -2.87124 6.49246 -1.74270  -0.488
H: -5.10818 5.46746 -1.32816  0.169
H: -4.50257 4.06471 -0.49815  0.168
H: -1.92039 6.81830 -1.85735  0.233
H: -3.62553 7.04864 -2.10869  0.135
C: 7.66059 -1.39177 3.49195  0.685
O: 7.66028 -2.61253 3.50404  -0.674
N: 6.59282 -0.66793 3.11045  -0.300
N: 8.72878 -0.66107 3.85893  -0.335
H: 6.57402 0.33781 3.09370  0.139
H: 5.76748 -1.17923 2.82630  0.150
H: 9.55387 -1.16715 4.15315  0.292
H: 8.74821 0.34484 3.85557  0.141
C: 4.82160 -6.85106 -1.32353  0.621
O: 4.49292 -5.97056 -2.10270  -0.684
N: 5.35885 -8.01634 -1.72741  -0.341
N: 4.67584 -6.73494 0.00872  -0.338
H: 5.63566 -8.75328 -1.10096  0.137
H: 5.48575 -8.14453 -2.72280  0.239
H: 4.27500 -5.87295 0.35476  0.238
H: 4.94043 -7.44899 0.66626  0.149
C: -11.83941 4.66787 0.18143  0.633
O: -11.83972 3.44711 0.19352  -0.655
N: -12.90718 5.39171 -0.20007  -0.423
N: -10.77122 5.39857 0.54841  -0.362
H: -12.92598 6.39745 -0.21682  0.156
H: -13.73252 4.88041 -0.48423  0.225
H: -9.94613 4.89249 0.84263  0.230
H: -10.75179 6.40448 0.54505  0.168
C: 12.02441 -2.29262 4.95187  0.682
O: 10.97858 -1.67980 5.09704  -0.748
N: 12.21046 -3.53685 5.42823  -0.403
N: 13.08453 -1.77851 4.30267  -0.386
H: 13.06436 -4.05744 5.31877  0.164
H: 11.43701 -3.96081 5.92358  0.227
H: 12.98639 -0.84382 3.92830  0.220
H: 13.95412 -2.26766 4.17307  0.167
C: 3.34719 -10.01216 -3.68452  0.685
O: 4.47956 -10.04100 -3.22921  -0.673
N: 2.28212 -9.62240 -2.96109  -0.363
N: 3.06302 -10.36767 -4.95041  -0.410
H: 1.34215 -9.59207 -3.31842  0.162
H: 2.45224 -9.34651 -2.00282  0.219
H: 3.83661 -10.66761 -5.52924  0.224
H: 2.13698 -10.35069 -5.34335  0.154
C: -3.63801 1.46265 -3.31956  0.739
O: -2.70671 0.80445 -2.88383  -0.717
N: -4.92113 1.07806 -3.19581  -0.370
N: -3.46451 2.63143 -3.96259  -0.299
H: -5.70146 1.60643 -3.54805  0.129
H: -5.09585 0.20368 -2.71804  0.149
H: -2.51366 2.95727 -4.07724  0.184
H: -4.21880 3.18761 -4.32858  0.115
C: 5.12441 3.88575 -1.96110  0.614
O: 4.07858 4.49857 -1.81594  -0.640
N: 5.31046 2.64152 -1.48475  -0.264
N: 6.18453 4.39986 -2.61031  -0.397
H: 6.16436 2.12093 -1.59421  0.176
H: 4.53701 2.21756 -0.98940  0.173
H: 6.08639 5.33455 -2.98467  0.242
H: 7.05412 3.91071 -2.73990  0.152
C: -2.18750 2.71128 -7.37935  0.648
O: -2.78925 3.62887 -6.84426  -0.641
N: -2.31817 1.43048 -6.98933  -0.350
N: -1.33973 2.89879 -8.40686  -0.403
H: -1.83104 0.66136 -7.41747  0.171
H: -2.94689 1.24555 -6.21871  0.210
H: -1.21250 3.84844 -8.73153  0.230
H: -0.83506 2.15590 -8.86037  0.158

The SMILES is C[C@@H](F)CP(CCCO)(CCCCOC=O)(CCC(=O)Nc1ccccc1)CB(O)O.NC(N)=O.NC(N)=O.NC(N)=O.NC(N)=O.NC(N)=O.NC(N)=O.NC(N)=O.NC(N)=O.NC(N)=O.NC(N)=O. The net charge is 0. The LUMO energy comes out at 0.102 eV. The value obtained for the total energy is -4046.4594 Eh. The gap between HOMO and LUMO comes out at 7.694 eV.



Molecular formula: C30H88N2O24
Method: DFT, the ωB97M-V functional and the def2-TZVPD basis

Each line ends with the Mulliken charge.
CARTESIAN COORDINATES (ANGSTROEM)
C: 2.55381 -5.30449 3.56651  -1.601
C: 3.11527 -3.91633 3.28103  0.479
C: 4.60190 -3.91580 2.90191  -0.473
O: 5.46542 -3.95408 4.00620  -0.377
C: 6.83833 -3.89552 3.71845  -0.700
N: 2.30438 -3.13586 2.33068  -0.387
H: 1.47693 -5.48346 3.49834  0.402
H: 2.63217 -5.56773 4.63040  0.426
H: 3.06755 -6.17667 3.15125  0.285
H: 3.16272 -3.52844 4.30739  0.296
H: 4.91711 -3.03284 2.32837  0.291
H: 4.68525 -4.67460 2.10593  0.247
H: 7.17005 -4.74446 3.11466  0.288
H: 7.42829 -3.83925 4.62952  0.269
H: 7.06743 -2.99407 3.13562  0.273
H: 2.82940 -2.26370 2.26681  -0.067
H: 1.49531 -2.88581 2.89646  0.267
C: -5.50192 4.16219 0.04833  -1.365
C: -5.68642 2.78313 -0.51239  0.326
C: -5.11136 2.64947 -1.90630  -1.155
O: -3.74302 3.06603 -2.00562  0.102
C: -3.09294 2.49945 -3.14112  -0.921
N: -5.22337 1.71534 0.40368  -0.471
H: -4.43428 4.29722 0.24512  0.138
H: -6.02563 4.41752 0.97199  0.374
H: -5.76866 4.98912 -0.61321  0.374
H: -6.75225 2.54686 -0.64740  0.455
H: -5.59204 3.38157 -2.56400  0.428
H: -5.19800 1.61231 -2.24495  0.437
H: -3.72091 2.61105 -4.02835  0.505
H: -2.67630 1.50958 -2.96302  0.077
H: -2.21585 3.10932 -3.37516  0.326
H: -5.39508 0.86448 -0.12871  0.099
H: -5.91779 1.72689 1.14520  0.288
C: 2.38299 2.31398 3.87358  -0.484
C: 2.62140 0.76998 3.86306  -0.425
O: 2.41072 0.31157 2.55856  0.046
O: 1.02277 2.68836 3.87549  -0.682
H: 2.97048 2.79854 3.08948  -0.099
H: 2.84007 2.72743 4.77940  0.470
H: 2.07728 0.31299 4.69474  0.337
H: 3.63665 0.66478 4.25595  0.487
H: 1.59888 0.73538 2.24641  -0.067
H: 0.83372 2.97093 2.96470  0.211
C: 0.46627 0.32305 -0.48006  -0.207
C: -1.02024 0.17291 -0.63699  -0.974
O: -1.64183 1.32140 -1.17211  0.012
O: 0.70310 1.36098 0.47750  1.001
H: 0.95449 0.52672 -1.43502  -0.012
H: 0.80750 -0.63829 -0.10640  0.214
H: -1.49461 -0.07087 0.31990  0.023
H: -1.18326 -0.74513 -1.22159  0.828
H: -2.51028 1.48830 -0.79261  -0.156
H: 0.24214 2.10971 0.07267  -0.635
C: -2.86717 -4.46383 -1.08950  -0.522
C: -1.58909 -4.61598 -0.25524  -0.044
O: -0.72119 -3.54874 -0.55214  -0.005
O: -3.87620 -5.39948 -0.69782  -0.533
H: -2.39902 -4.63547 -2.06448  0.521
H: -3.12107 -3.40778 -1.00028  -0.001
H: -1.20240 -5.61624 -0.45765  0.409
H: -1.91083 -4.51961 0.79134  0.144
H: 0.18792 -3.85621 -0.39535  -0.066
H: -4.31702 -5.53606 -1.54422  0.341
C: 2.18417 -5.52265 -0.27011  0.131
C: 2.73743 -6.17818 -1.53148  -0.823
O: 1.79995 -6.25669 -2.61335  -0.560
O: 2.02586 -4.14325 -0.38117  -0.021
H: 2.94035 -5.79673 0.48208  0.008
H: 1.29927 -6.06924 0.07801  0.147
H: 2.92449 -7.22768 -1.30178  0.374
H: 3.61543 -5.62806 -1.88127  0.281
H: 1.69086 -5.36483 -2.99734  0.482
H: 2.25418 -3.70504 0.46374  0.107
C: 1.70175 -2.40145 -4.26612  -0.322
C: 2.86796 -1.73507 -3.53248  -0.577
O: 2.38783 -1.40908 -2.21157  -0.014
O: 1.32317 -3.61619 -3.60036  -0.661
H: 1.88980 -2.42465 -5.33638  0.481
H: 0.89113 -1.68315 -4.09101  -0.036
H: 3.30670 -0.84616 -3.98636  0.400
H: 3.67795 -2.47030 -3.48472  0.359
H: 3.11260 -1.63576 -1.61805  0.037
H: 1.29528 -3.23305 -2.70282  0.231
C: 0.50220 6.08743 -2.14501  -0.245
C: -0.74590 5.19892 -1.94328  0.625
O: -1.83171 5.78706 -2.61724  -0.691
O: 0.96268 5.88986 -3.47794  -0.582
H: 1.21071 5.66081 -1.43539  0.224
H: 0.18438 7.11458 -1.96946  0.367
H: -1.00393 5.06772 -0.88468  0.087
H: -0.52165 4.21911 -2.37868  -0.031
H: -2.59494 5.23794 -2.40521  0.358
H: 0.47324 6.53105 -4.00285  0.367
C: -3.91322 -2.83038 2.83496  -0.658
C: -3.83426 -2.47437 1.36768  0.675
O: -4.38307 -1.16690 1.14130  -0.330
O: -5.09331 -3.62421 3.07356  -0.588
H: -4.03190 -1.93696 3.44465  0.251
H: -3.09711 -3.45358 3.20863  0.331
H: -4.37938 -3.12534 0.68517  0.368
H: -2.79792 -2.40533 1.02960  -0.455
H: -5.33996 -1.16347 1.23581  0.222
H: -4.91593 -4.53291 2.81810  0.316
C: 1.92368 6.11272 1.52670  -0.681
C: 1.81054 4.76435 0.82555  0.640
O: 0.56509 4.19145 1.30895  -0.416
O: 0.80851 6.93738 1.15806  -0.506
H: 2.81248 6.61695 1.13031  0.456
H: 2.01961 6.07639 2.61132  0.307
H: 2.59709 4.03372 0.98805  -0.225
H: 1.59953 4.93514 -0.23297  -0.683
H: -0.16737 4.73565 1.00258  0.128
H: 1.17459 7.77299 0.86547  0.317
C: -2.41055 2.49288 2.95405  -0.756
C: -2.07432 2.27477 1.42960  2.562
O: -2.51817 1.00366 1.00198  -0.043
O: -1.56838 1.67564 3.71301  -0.522
H: -3.45611 2.22014 3.09398  0.370
H: -2.30372 3.56671 3.15634  0.263
H: -1.00092 2.43710 1.32278  -1.176
H: -2.59079 3.03453 0.82897  -0.781
H: -3.46777 1.11770 0.80467  -0.256
H: -0.65853 1.98306 3.59352  0.518
C: 4.22724 1.28573 -0.31581  0.351
C: 5.22254 2.39998 0.04890  -0.937
O: 4.78658 3.06997 1.25041  -0.492
O: 4.22009 0.19803 0.57836  -0.534
H: 4.43171 0.90590 -1.31837  0.344
H: 3.26091 1.80111 -0.30609  -0.244
H: 5.07615 3.14668 -0.73623  0.325
H: 6.26110 2.08475 0.13993  0.432
H: 5.33320 2.66966 1.93506  0.296
H: 3.64394 0.42893 1.33908  0.330
C: -3.21782 -0.31152 -5.26552  -0.605
C: -2.41989 -0.75523 -4.04342  0.265
O: -1.26848 0.06986 -3.90190  -0.597
O: -2.57304 -0.63906 -6.49632  -0.599
H: -3.21281 0.78426 -5.31819  0.294
H: -4.22217 -0.73115 -5.27205  0.393
H: -2.15713 -1.81297 -4.10180  0.346
H: -3.06959 -0.60720 -3.17451  -0.011
H: -1.16774 0.40015 -3.00495  0.073
H: -1.68215 -0.27639 -6.43165  0.346

The net charge is 0. The LUMO energy comes out at 0.284 eV. The value obtained for the total energy is -3110.7755 Eh. The gap between HOMO and LUMO comes out at 9.240 eV.